# 1
60
Properties=species:S:1:pos:R:3:forces:R:3 method="wB97M-V/def2-TZVPD" fmax_ha_per_bohr=0.036 gap_ev=7.87 charge=+1 de_lowest_kcal_mol=0.0 multiplicity=1 lumo_energy_ev=-3.16
Cl -1.4385 -2.2576 5.8021 -0.196 -0.358 0.321
C -0.2838 -1.3582 4.9141 0.501 0.693 -1.008
C -0.3432 0.0408 4.9495 0.440 -0.417 -0.736
C 0.4723 0.7602 4.0702 -0.019 -0.233 0.179
C 1.3863 0.1433 3.1950 -0.220 -0.201 0.137
C 1.9032 1.0170 2.0564 0.000 0.431 0.098
C 3.1515 0.9132 1.1845 -0.280 -0.104 -0.251
C 3.6735 2.1197 0.6968 0.425 -0.055 0.172
C 4.7440 2.1585 -0.1940 -0.169 -0.542 -0.138
C 5.2792 0.9536 -0.6659 -0.832 0.053 0.735
Cl 6.5663 0.9917 -1.8035 0.245 -0.089 -0.110
C 4.7159 -0.2628 -0.2632 -0.309 0.343 -0.127
C 3.6059 -0.2758 0.5993 0.546 0.260 0.069
C 1.4564 -1.2526 3.2055 -0.319 -0.045 0.299
C 0.5962 -2.0002 4.0312 -0.019 0.488 0.033
H -1.0916 0.5404 5.5527 0.187 -0.020 0.092
H 0.3402 1.8383 4.0285 0.137 -0.072 0.044
H 1.7904 2.0639 2.3832 0.179 -0.368 -0.162
H 3.2201 3.0600 1.0076 0.210 -0.160 0.120
H 5.1442 3.0989 -0.5595 -0.081 -0.104 0.104
H 5.1253 -1.1803 -0.6729 -0.146 0.040 0.060
H 3.0842 -1.2143 0.7935 0.422 0.177 0.115
H 2.1466 -1.7625 2.5293 -0.332 0.037 0.289
H 0.5264 -3.0762 3.9309 0.264 0.006 0.148
C -1.4567 2.5708 -1.5419 -0.271 0.531 0.290
N -0.7608 1.3553 -1.8926 -0.141 -0.841 0.035
C -0.9274 0.1386 -1.3207 1.645 0.702 -0.345
H 1.1239 0.8550 1.3348 -0.787 0.235 -0.648
C -2.0818 -0.2941 -0.5089 -1.067 -0.357 1.472
C -3.1996 -0.8189 -1.1861 0.492 0.298 -0.181
C -4.3359 -1.2277 -0.4903 0.467 0.089 -0.213
C -4.3617 -1.2075 0.9027 0.184 0.083 -0.434
C -5.6219 -1.6925 1.5733 -0.973 -0.295 0.729
F -5.3997 -2.1733 2.8227 -0.008 0.357 -0.928
F -6.5289 -0.6733 1.7012 0.752 -0.919 -0.263
F -6.2137 -2.6926 0.8521 0.469 0.995 0.633
C -3.2700 -0.7126 1.6097 0.358 0.230 0.298
C -2.1611 -0.2250 0.9036 0.489 0.085 -0.490
N 0.0611 -0.6589 -1.7895 -0.598 0.299 0.137
C 0.3971 -1.9849 -1.3166 0.150 -0.523 0.277
C 0.6668 -0.0480 -2.9024 -1.081 0.255 0.438
C 0.1403 1.2405 -2.9714 -0.697 -0.830 0.507
C 0.0121 1.9205 -4.1692 0.394 -0.157 -1.264
C 0.3125 1.1885 -5.3314 -0.047 0.665 0.812
C 0.8477 -0.1083 -5.2577 0.360 -0.310 0.711
C 1.1032 -0.7261 -4.0257 0.237 0.258 -1.184
H -1.4275 3.2624 -2.3852 -0.156 -0.215 0.071
H -2.4938 2.3487 -1.2766 0.196 0.096 -0.018
H -0.9436 3.0695 -0.7069 -0.225 -0.237 -0.157
H -3.1433 -0.8788 -2.2749 -0.288 -0.054 0.260
H -5.1957 -1.5739 -1.0469 0.029 -0.091 0.042
H -3.2599 -0.6914 2.7169 -0.068 -0.008 -0.854
H -1.3170 0.2192 1.4343 -0.238 -0.243 0.115
H 0.8944 -2.5327 -2.1198 -0.250 0.052 0.111
H 1.1108 -1.9315 -0.4767 -0.428 0.080 -0.262
H -0.5129 -2.5133 -1.0201 0.223 0.054 0.022
H -0.4144 2.9183 -4.1903 0.002 -0.210 -0.266
H 0.0705 1.6074 -6.3044 0.189 0.025 0.193
H 1.0061 -0.6621 -6.1772 0.172 0.089 0.143
H 1.5098 -1.7262 -3.9392 -0.122 0.050 -0.274

# 2
24
Properties=species:S:1:pos:R:3:forces:R:3 method="wB97M-V/def2-TZVPD" fmax_ha_per_bohr=0.076 gap_ev=4.68 charge=+1 de_lowest_kcal_mol=116.5 multiplicity=1 lumo_energy_ev=-7.85
C -1.7609 1.6089 0.7182 0.404 -0.611 0.257
C -1.5553 0.3529 -0.1111 -1.314 0.925 -1.668
C -0.0240 0.0825 -0.4723 -0.588 -0.463 0.905
C 0.1410 -1.2878 -0.8175 3.414 1.818 -0.591
C 0.4706 0.9494 -1.6620 -0.870 -0.866 -0.402
N -1.2843 1.4215 2.0508 0.350 -0.279 0.446
H -2.8442 1.6696 0.7232 -0.405 0.333 -0.052
H -1.3716 2.4898 0.1940 0.039 0.068 0.111
H -2.1130 -0.4712 0.3023 0.457 -0.495 0.631
H -2.0771 0.5165 -1.0652 0.287 0.026 -0.025
H -0.0208 -1.6083 -1.8423 -1.017 -0.362 0.088
H 0.9720 -1.8151 -0.3115 -1.095 -0.564 0.341
H -0.0548 0.5992 -2.5516 0.106 0.299 -0.213
H 1.5376 0.8452 -1.8081 0.141 0.132 0.095
H 0.1700 1.9617 -1.4454 0.053 0.419 0.071
H 0.4703 0.3765 0.4422 0.543 -0.405 0.273
H -0.6188 0.7063 2.2871 -0.111 0.018 -0.209
H -1.3957 2.0975 2.7812 -0.117 0.321 -0.242
H 5.1151 -0.5077 1.2047 0.039 -0.244 -0.085
H 5.5486 -0.2434 -0.2154 0.040 -0.204 -0.054
O 5.1339 -0.9225 0.3313 -0.138 0.470 0.131
H -0.9613 -2.3826 0.2019 -0.163 -0.389 0.209
H -1.9428 -3.5668 0.2581 0.158 0.249 0.287
O -1.5346 -2.8722 0.8075 -0.213 -0.194 -0.305

# 3
125
Properties=species:S:1:pos:R:3:forces:R:3 method="wB97M-V/def2-TZVPD" fmax_ha_per_bohr=0.015 gap_ev=7.20 charge=+2 multiplicity=1 lumo_energy_ev=-5.98
Rh 0.6407 -1.0387 0.7137 0.556 0.334 0.445
O -1.9790 3.4360 0.4791 0.046 0.007 -0.052
C -0.3655 1.9071 1.5953 0.131 -0.145 0.120
O -0.3382 0.6221 1.0505 -0.472 0.036 -0.283
C 0.0551 1.9038 3.0601 -0.135 -0.055 0.046
C -0.1357 3.0684 3.8097 -0.017 -0.030 -0.013
C 0.3260 3.1817 5.1055 0.007 0.009 0.018
C 1.0183 2.1282 5.6935 0.002 0.014 0.012
C 1.2282 0.9738 4.9708 -0.028 0.015 -0.045
C 0.7349 0.8396 3.6590 0.115 0.039 -0.079
P 1.0161 -0.8092 2.9671 -0.086 -0.406 -0.570
C -0.0346 -1.9312 3.9349 0.073 -0.004 0.059
C -0.0047 -3.3027 3.6707 0.046 0.013 0.008
C -0.7579 -4.1800 4.4272 -0.005 0.001 0.001
C -1.5762 -3.6979 5.4433 0.003 -0.003 0.007
C -1.6257 -2.3389 5.7041 -0.025 -0.015 -0.014
C -0.8510 -1.4559 4.9592 0.017 0.027 -0.004
C 2.7294 -1.2128 3.4201 0.044 0.005 -0.120
C 3.1017 -2.4363 3.9743 0.008 0.002 -0.062
C 4.4397 -2.7091 4.2275 -0.003 -0.019 -0.003
C 5.4156 -1.7706 3.9340 -0.004 0.007 0.002
C 5.0494 -0.5317 3.4217 -0.007 -0.023 -0.008
C 3.7176 -0.2564 3.1709 -0.050 0.103 0.081
H -0.6464 3.9088 3.3558 -0.016 -0.007 0.003
H 0.1598 4.0974 5.6576 -0.004 -0.003 0.003
H 1.3917 2.2099 6.7050 0.010 0.002 -0.004
H 1.7695 0.1555 5.4297 0.002 -0.007 0.007
H 0.6043 -3.6843 2.8590 -0.019 0.002 -0.001
H -0.7187 -5.2409 4.2195 -0.003 0.001 0.000
H -2.1704 -4.3846 6.0310 -0.001 0.000 -0.003
H -2.2547 -1.9589 6.4979 0.001 0.001 0.006
H -0.8775 -0.4013 5.1987 -0.004 0.037 -0.004
H 2.3618 -3.1745 4.2416 -0.040 -0.031 -0.027
H 4.7139 -3.6580 4.6686 0.002 -0.002 -0.006
H 6.4566 -1.9920 4.1277 -0.002 0.009 0.021
H 5.8000 0.2259 3.2381 -0.001 0.000 -0.005
H 3.4370 0.7343 2.8375 0.007 -0.014 -0.038
C 4.3019 1.3132 -0.0842 -0.004 -0.014 -0.028
C 3.0250 0.9237 0.3325 0.028 0.000 -0.015
N 2.5452 -0.2907 0.1615 -0.071 -0.022 0.011
C 3.3423 -1.2078 -0.4471 0.025 -0.038 0.113
C 4.6369 -0.9157 -0.8841 0.033 -0.037 0.040
C 5.1141 0.3925 -0.6875 0.021 0.003 0.011
C 5.4098 -1.9378 -1.5293 0.006 0.021 0.015
C 4.8964 -3.1687 -1.7299 -0.028 -0.016 -0.004
C 3.5636 -3.4859 -1.3035 0.010 0.006 -0.033
C 2.9667 -4.7397 -1.5224 0.009 0.002 0.006
C 1.6760 -4.9450 -1.1142 -0.007 0.000 -0.006
C 0.9878 -3.9123 -0.4700 0.019 0.008 -0.006
N 1.5292 -2.7275 -0.2321 -0.114 -0.180 0.505
C 2.8017 -2.5112 -0.6548 -0.030 0.051 -0.045
H 4.6252 2.3310 0.0835 -0.009 0.005 0.006
H 2.3756 1.6154 0.8327 0.017 0.001 0.032
H 6.1124 0.6552 -1.0145 -0.004 0.002 -0.013
H 6.4110 -1.6948 -1.8604 0.003 0.000 0.004
H 5.4760 -3.9377 -2.2234 0.002 0.002 -0.003
H 3.5278 -5.5230 -2.0162 -0.006 0.001 -0.010
H 1.1750 -5.8880 -1.2783 -0.001 -0.001 0.008
H -0.0344 -4.0592 -0.1519 -0.006 -0.010 0.026
C -3.7917 -1.7022 -0.8898 0.010 -0.068 -0.033
N -3.7261 -1.1560 0.4622 0.048 0.103 0.048
C -4.6967 -0.3963 1.0805 -0.019 -0.030 0.004
C -4.2468 -0.0987 2.3205 0.021 -0.003 -0.002
N -3.0055 -0.6804 2.4291 -0.046 -0.049 0.057
C -2.6902 -1.3149 1.2914 0.046 0.019 -0.041
S -1.3171 -2.3094 0.9781 -0.004 0.246 -0.195
H -4.7743 -1.4793 -1.2942 0.014 -0.011 0.010
H -3.6460 -2.7792 -0.8551 -0.027 -0.003 0.021
H -3.0157 -1.2272 -1.4868 0.017 0.012 0.011
H -5.6203 -0.1460 0.5904 -0.004 0.003 -0.016
H -4.6957 0.4657 3.1173 -0.002 0.002 -0.002
H -2.4284 -0.7185 3.2564 0.062 0.025 0.007
O -1.6959 0.4096 -1.8873 -0.020 0.030 0.016
P -1.5894 1.5555 -2.8542 0.024 -0.009 -0.037
C -1.4947 3.1751 -1.9615 -0.048 0.014 -0.002
C -0.1343 3.7033 -1.4890 0.007 -0.001 -0.019
C 0.7139 2.8010 -0.5892 -0.042 0.038 0.028
C 0.5446 2.9688 0.9177 0.041 -0.119 -0.031
C -1.8463 2.3641 1.3810 -0.032 0.083 0.143
C -2.5381 3.1775 -0.7978 -0.034 -0.001 0.025
C -0.3009 1.2469 -4.1669 0.022 -0.011 0.013
C -0.0403 -0.2755 -4.2142 -0.055 0.006 0.028
C 1.0859 -0.7112 -3.2803 0.012 0.016 -0.031
C 2.3722 0.0362 -3.6146 -0.005 0.004 -0.004
C 2.1599 1.5340 -3.4269 -0.030 -0.019 -0.036
C 1.0116 2.0405 -4.2962 0.002 -0.033 0.056
C -3.0377 1.8441 -3.9681 0.017 -0.006 -0.058
C -4.3425 2.2983 -3.3013 0.010 -0.049 0.024
C -5.0425 1.1502 -2.5757 0.003 0.020 -0.016
C -5.3714 0.0360 -3.5674 0.033 0.033 0.000
C -4.0961 -0.4657 -4.2387 -0.005 0.020 0.000
C -3.3547 0.6775 -4.9258 0.023 -0.005 0.026
H -1.8416 3.8961 -2.7093 -0.044 0.016 0.036
H -0.3206 4.6473 -0.9719 0.031 0.016 -0.015
H 0.4523 3.9611 -2.3686 0.002 -0.017 -0.019
H 1.7581 3.0201 -0.8228 0.000 0.011 -0.009
H 0.5441 1.7510 -0.8456 0.013 -0.003 -0.012
H 0.1374 3.9528 1.1451 0.006 0.010 0.002
H 1.5157 2.9514 1.4160 0.000 0.070 0.041
H -2.2744 2.6967 2.3310 -0.011 -0.025 0.005
H -2.3973 1.4974 1.0221 -0.021 -0.058 -0.012
H -3.2406 3.9933 -0.9683 -0.016 -0.007 -0.019
H -3.1008 2.2416 -0.7591 0.022 0.010 -0.025
H -0.8619 1.4991 -5.0688 -0.009 0.016 0.015
H 0.2283 -0.5439 -5.2412 0.026 0.027 0.001
H -0.9512 -0.8219 -3.9668 0.013 -0.024 -0.038
H 1.2315 -1.7920 -3.3654 -0.020 -0.011 0.014
H 0.7851 -0.4973 -2.2444 -0.009 -0.004 -0.007
H 2.6448 -0.1702 -4.6551 0.029 -0.015 0.010
H 3.2040 -0.3125 -2.9963 -0.042 0.019 -0.058
H 3.0690 2.0894 -3.6691 -0.007 0.005 -0.007
H 1.9421 1.7164 -2.3758 0.047 0.014 -0.004
H 1.3205 1.9456 -5.3423 0.004 -0.010 0.001
H 0.8395 3.1048 -4.1393 0.007 0.014 -0.017
H -2.6643 2.6782 -4.5780 -0.014 0.016 0.011
H -5.0035 2.6545 -4.0980 0.002 0.021 0.008
H -4.1868 3.1513 -2.6429 0.000 -0.005 0.010
H -5.9472 1.5158 -2.0846 -0.005 0.005 -0.013
H -4.3729 0.7584 -1.8012 -0.045 0.034 0.014
H -6.0436 0.4368 -4.3328 -0.039 -0.040 0.012
H -5.9100 -0.7843 -3.0856 0.019 0.009 0.001
H -4.3237 -1.2470 -4.9658 -0.009 0.016 -0.011
H -3.4325 -0.9024 -3.4890 -0.002 -0.067 0.000
H -3.9864 1.0832 -5.7223 0.004 -0.007 -0.008
H -2.4582 0.2934 -5.4141 -0.007 0.020 -0.011

# 4
27
Properties=species:S:1:pos:R:3:forces:R:3 method="wB97M-V/def2-TZVPD" fmax_ha_per_bohr=0.109 gap_ev="5.09 / 6.58" charge=+1 de_lowest_kcal_mol=113.2 multiplicity=3 lumo_energy_ev="-2.40 / -5.99"
C -0.6811 -0.1389 -0.2788 4.487 -0.054 -0.795
C -3.5074 1.0898 0.2837 0.551 -1.609 4.721
C -1.2892 -1.2911 -0.1226 -5.065 -1.229 1.016
C 2.7679 1.5631 -0.1971 -0.858 -1.223 -1.432
C 1.6272 -1.2255 -0.8553 -1.378 -0.542 1.973
C 0.9908 -0.4434 1.4403 -0.057 0.454 -0.427
C 1.3274 1.2081 -0.5064 -1.308 0.413 2.918
N -3.3491 -0.0415 -0.0435 -1.402 2.813 -4.208
N -3.8941 2.3204 0.2149 -2.395 -0.103 1.900
N -0.9231 -2.6374 -0.0531 -1.838 1.134 2.581
N 0.8835 -0.1408 -0.0314 -1.587 -2.081 -0.827
O -2.8162 -1.1714 -0.0331 3.999 -3.875 0.789
H 3.4260 0.7662 -0.5811 -0.157 0.416 -0.251
H 3.0055 2.5023 -0.6784 0.228 0.200 0.321
H 2.8914 1.5052 0.8345 0.562 0.793 1.814
H 2.1715 -0.8177 -1.6132 0.882 1.563 -2.338
H 2.3635 -1.8087 -0.3319 0.089 0.140 1.180
H 0.9197 -1.9396 -1.1922 -0.492 -0.245 -0.533
H 1.8374 0.0830 1.7754 0.955 0.592 0.843
H 0.0757 -0.1269 1.9076 -0.062 0.391 0.328
H 1.1241 -1.4870 1.6550 -0.028 -0.502 -0.429
H 1.1063 1.1898 -1.5069 -0.327 0.010 -2.594
H 0.4521 1.7554 -0.0509 1.619 0.842 -0.221
H -3.4951 2.8146 -0.4926 0.495 2.437 -2.652
H -4.5539 2.7266 0.9222 1.562 -0.465 -1.064
H -1.7128 -3.1433 0.4128 1.082 0.558 -0.275
H -0.7479 -3.1112 -0.8780 0.441 -0.827 -2.338

# 5
50
Properties=species:S:1:pos:R:3:forces:R:3 method="wB97M-V/def2-TZVPD" fmax_ha_per_bohr=0.011 gap_ev="6.23 / 6.79" charge=+3 multiplicity=4 lumo_energy_ev="-12.72 / -12.55"
Mn 0.0416 -0.9785 -0.6157 0.472 -0.058 0.271
C 2.9731 -1.3475 -0.7204 -0.063 -0.044 0.197
N 1.7544 -1.6601 0.0784 -0.164 -0.221 -0.259
C 1.4845 -3.1320 -0.0148 -0.004 0.001 -0.081
C 1.8811 -1.2130 1.4998 0.101 -0.086 -0.099
C 0.5353 -1.3467 2.2046 -0.167 0.056 -0.097
N -0.5168 -1.1641 1.1848 0.197 -0.043 0.162
C -1.8291 -1.2524 1.4147 -0.035 -0.010 0.117
C -2.6733 -1.1193 0.2871 0.200 0.050 -0.177
F -1.9833 -0.9068 -0.9202 -0.136 -0.034 0.101
C -4.0206 -1.2023 0.3141 -0.328 -0.049 0.246
F -4.7344 -1.0762 -0.7734 0.003 0.000 0.017
C -4.6396 -1.4331 1.5680 -0.066 0.021 -0.165
C -3.8705 -1.5633 2.7085 -0.044 -0.012 0.057
F -4.4308 -1.7714 3.8712 -0.015 0.000 -0.035
C -2.4832 -1.4776 2.6588 0.053 0.016 -0.037
F -1.7736 -1.6033 3.7524 0.034 0.005 -0.025
H 3.1327 -0.2752 -0.7453 0.019 0.029 -0.028
H 3.8314 -1.8350 -0.2556 0.045 0.031 -0.009
H 2.8566 -1.7434 -1.7262 0.005 -0.026 -0.051
H 2.4239 -3.6860 0.0157 0.026 0.015 0.052
H 1.0157 -3.3611 -0.9789 0.003 -0.029 -0.025
H 0.8447 -3.4688 0.7947 -0.031 0.003 0.009
H 2.2291 -0.1810 1.4844 -0.032 0.049 0.000
H 2.6485 -1.8163 1.9887 0.009 0.031 0.064
H 0.4400 -0.5980 2.9916 -0.001 0.000 0.045
H 0.4083 -2.3202 2.6800 0.009 -0.037 -0.012
H -5.7206 -1.5106 1.6275 0.008 0.002 -0.011
C -1.4099 3.7216 -0.2577 -0.089 -0.032 0.062
C -1.2568 2.2524 0.1541 -0.024 0.031 -0.013
As 0.3067 1.4750 -0.6823 -0.092 0.122 -0.122
C -0.0147 1.2874 -2.5901 -0.025 -0.080 -0.077
C 0.4312 -0.1046 -3.0530 -0.059 -0.089 0.146
C 1.8008 2.6766 -0.3476 -0.047 -0.076 0.005
C 3.1786 2.3513 -0.8988 -0.021 0.037 -0.004
H -2.3444 4.0909 0.1641 -0.007 0.037 -0.008
H -1.4702 3.8488 -1.3388 0.004 -0.018 -0.017
H -0.6086 4.3455 0.1317 0.014 0.001 0.025
H -2.1093 1.6548 -0.1724 -0.034 0.023 0.001
H -1.1421 2.1292 1.2313 -0.008 0.062 0.033
H 0.5314 2.0685 -3.1196 0.019 -0.035 -0.085
H -1.0793 1.4466 -2.7619 -0.023 0.017 -0.012
H 1.5010 -0.2685 -2.9475 0.118 0.051 -0.055
H 0.1677 -0.2869 -4.0962 0.049 0.019 -0.027
H -0.1050 -0.9750 -2.5759 -0.035 0.089 -0.144
H 1.7941 2.8672 0.7254 0.046 0.040 0.025
H 1.3665 3.5518 -0.8442 0.121 0.127 0.037
H 3.7027 1.6100 -0.2990 -0.007 0.014 0.014
H 3.7748 3.2628 -0.8528 0.020 0.005 -0.015
H 3.1597 2.0377 -1.9434 -0.015 -0.007 0.005

# 6
22
Properties=species:S:1:pos:R:3:forces:R:3 method="wB97M-V/def2-TZVPD" fmax_ha_per_bohr=0.092 gap_ev=9.51 charge=+2 de_lowest_kcal_mol=43.6 multiplicity=1 lumo_energy_ev=-8.42
C 1.5529 -0.2920 0.0296 0.785 -0.153 0.013
C -3.5841 0.5430 0.3980 0.812 -0.313 -1.605
C 0.3743 0.3530 0.1359 -2.603 -2.255 0.029
C 2.8488 0.3580 -0.0790 0.086 -1.442 1.173
C -1.3767 -0.7065 0.1870 1.734 2.860 -0.487
C 3.9703 -0.6369 -0.0286 0.622 4.438 1.566
N -1.1781 -1.9849 -0.0468 -0.321 -0.714 -0.021
N -4.4478 1.0511 -0.4584 1.906 -0.967 1.138
N -2.3929 0.0527 0.1945 1.133 -0.804 -1.372
O 3.0602 1.6283 -0.1209 -0.505 -1.173 -0.341
O 0.2527 1.6626 0.1542 0.544 -0.717 0.042
H 1.7531 -1.3822 0.0703 -1.201 0.867 0.024
H -3.7840 0.5419 1.3973 -1.304 0.443 2.742
H 4.8093 -0.2201 -0.4934 1.310 0.320 -1.363
H 3.7231 -1.5639 -0.2764 -1.296 -3.721 -1.996
H 4.4126 -0.8489 0.9380 -0.407 0.723 1.079
H -0.3668 -2.4412 0.3209 0.630 0.172 0.018
H -1.8356 -2.6809 -0.4165 -0.298 0.882 0.327
H -5.1885 1.5862 -0.0439 -0.622 0.136 -0.506
H -4.2120 0.9762 -1.4296 -0.552 0.451 -0.579
H -0.5749 1.9464 -0.2352 -0.718 0.381 -0.033
H 2.1840 2.0581 -0.1967 0.265 0.585 0.151